Entry 1:
This record from the Open Molecules 2025 dataset describes C7H10 as an isolated structure. The level of theory is ωB97M-V with the def2-TZVPD basis set.

```
! wB97M-V def2-TZVPD RIJCOSX def2/J DEFGRID3
* xyz 0 1
C -1.896 -0.400 -0.058
C -1.458 0.905 -0.673
C -0.450 -0.031 -0.090
C 0.667 -0.783 -0.806
C 1.624 -0.545 0.387
C 1.433 1.283 1.154
C 0.431 0.258 1.125
H -2.239 -1.189 -0.724
H -2.410 -0.365 0.901
H -1.504 1.002 -1.755
H -1.669 1.824 -0.130
H 0.454 -1.843 -0.975
H 1.016 -0.338 -1.743
H 1.931 -1.403 0.983
H 1.397 1.788 0.164
H 2.536 0.029 0.162
H 0.136 -0.191 2.077
*
```

Its energy above the lowest of the compared OMol25 structures with the same formula, charge and spin is 118.1 kcal per mole. As for the HOMO energy: -8.25 eV. The total energy is -7415.914 eV. As for the gap between HOMO and LUMO: 0.3418 Ha. For the LUMO energy, the calculation gives 1.055 eV.

---

Entry 2:
This record from the Open Molecules 2025 dataset describes one molecule with the formula C7H10. The level of theory is ωB97M-V with the def2-TZVPD basis set.

```
! wB97M-V def2-TZVPD RIJCOSX def2/J DEFGRID3
* xyz 0 1
C -1.496 -1.235 -0.332
C -0.408 -0.232 -0.072
C -0.566 1.282 -0.297
C 0.997 1.296 -0.328
C 1.556 0.200 0.564
C 0.359 -0.380 1.271
C 0.977 -0.137 -0.788
H -2.309 -1.103 0.393
H -1.911 -1.153 -1.340
H -1.099 -2.248 -0.200
H -1.291 1.792 0.361
H -0.859 1.517 -1.326
H 1.714 2.004 -0.743
H 2.576 0.216 0.943
H -0.013 0.152 2.155
H 0.506 -1.442 1.496
H 1.267 -0.529 -1.756
*
```

Its energy above the lowest of the compared OMol25 structures with the same formula, charge and spin is 58.8 kcal per mole. As for the HOMO energy: -9.25 eV. As for the SMILES: C[C@]12C[C@@H]3[C@H](C1)[C@@H]32. The total energy is -7418.485 eV. As for the gap between HOMO and LUMO: 0.3798 Ha. For the LUMO energy, the calculation gives 1.085 eV.

---

Entry 3:
This record from the Open Molecules 2025 dataset describes one molecule with the formula C7H10. The level of theory is ωB97M-V with the def2-TZVPD basis set.

```
! wB97M-V def2-TZVPD RIJCOSX def2/J DEFGRID3
* xyz 0 1
C -0.722 -0.199 -2.646
C -0.935 0.711 -3.668
C 0.155 -0.373 -0.387
C -0.136 0.409 -1.500
C 0.650 -0.066 3.465
C 0.485 -0.762 2.062
C 0.358 0.054 0.986
H -0.809 -1.221 -2.777
H -0.738 1.690 -3.743
H -1.185 0.354 -4.655
H 0.068 -1.447 -0.522
H -0.006 1.448 -1.606
H -0.248 0.549 3.804
H 0.460 -0.779 4.280
H 1.639 0.429 3.643
H 0.335 -1.857 2.020
H 0.628 1.057 1.245
*
```

Its energy above the lowest of the compared OMol25 structures with the same formula, charge and spin is 65.7 kcal per mole. As for the HOMO energy: -7.71 eV. As for the SMILES: C=C/C=C/C=C/C. The total energy is -7418.188 eV. As for the gap between HOMO and LUMO: 0.2961 Ha. For the LUMO energy, the calculation gives 0.346 eV.

---

Entry 4:
This record from the Open Molecules 2025 dataset describes a 2-piece molecular cluster, C7H10 overall. The level of theory is ωB97M-V with the def2-TZVPD basis set.

```
! wB97M-V def2-TZVPD RIJCOSX def2/J DEFGRID3
* xyz 0 3
C 1.693 -0.042 1.289
C 0.570 -0.274 0.679
C -2.606 -0.134 1.612
C -2.107 -0.007 0.444
C 1.779 -0.744 -0.012
C -2.083 0.543 -0.937
C 2.499 -0.067 -1.228
H 2.259 0.328 2.029
H -3.627 0.106 1.740
H -2.129 -0.304 2.607
H 2.066 -1.779 -0.112
H -1.971 -0.368 -1.601
H -1.205 1.165 -0.854
H -3.088 1.121 -1.077
H 2.961 -0.850 -1.864
H 3.210 0.789 -0.925
H 1.779 0.518 -1.789
*
```

Its energy above the lowest of the compared OMol25 structures with the same formula, charge and spin is 81.6 kcal per mole. As for the expectation value of S²: 2.02. As for the HOMO energy (alpha / beta): -6.66 / -9.32 eV. The total energy is -7411.843 eV. As for the gap between HOMO and LUMO (alpha / beta): 0.2857 / 0.2845 Ha. For the LUMO energy (alpha / beta), the calculation gives 1.115 / -1.575 eV.

---

Entry 5:
This record from the Open Molecules 2025 dataset describes C7H10B2F8N3O5V2 as an isolated structure. The level of theory is ωB97M-V with the def2-TZVPD basis set.

```
! wB97M-V def2-TZVPD RIJCOSX def2/J DEFGRID3
* xyz 1 3
O 2.278 -3.029 0.731
V 1.324 -2.961 -0.470
O -4.106 -1.640 -1.549
V -3.368 -1.900 -0.197
B -0.822 -3.307 1.759
F -1.017 -4.073 2.866
F -2.090 -2.766 1.315
F 0.033 -2.237 2.074
F -0.266 -3.992 0.645
B -1.326 -3.699 -2.317
F -1.974 -3.316 -3.476
F -1.222 -5.076 -2.267
F -0.041 -3.101 -2.219
F -2.082 -3.228 -1.199
O -0.232 1.048 -0.612
C -0.422 -0.244 -0.466
O -1.610 -0.706 -0.527
O 0.566 -1.005 -0.420
H -1.086 1.508 -0.615
C 0.581 3.630 -1.840
C -0.508 3.350 -2.789
N -1.354 3.131 -3.531
H 1.123 4.523 -2.137
H 1.251 2.776 -1.806
H 0.110 3.733 -0.863
C 3.165 1.223 0.483
C 4.569 0.990 0.861
N 5.631 0.741 1.213
H 3.038 2.277 0.241
H 2.525 1.027 1.341
H 2.822 0.601 -0.338
C -1.410 2.589 2.663
C 0.045 2.708 2.663
N 1.188 2.806 2.672
H -1.831 3.163 3.489
H -1.642 1.549 2.904
H -1.839 2.908 1.718
*
```

As for the expectation value of S²: 2.08. As for the HOMO energy (alpha / beta): -13.78 / -13.78 eV. The total energy is -96599.959 eV. As for the gap between HOMO and LUMO (alpha / beta): 0.2254 / 0.2460 Ha. For the LUMO energy (alpha / beta), the calculation gives -7.645 / -7.085 eV.

---

Entry 6:
This record from the Open Molecules 2025 dataset describes C7H10BrCdF3NO9P2 as an isolated structure. The level of theory is ωB97M-V with the def2-TZVPD basis set.

```
! wB97M-V def2-TZVPD RIJCOSX def2/J DEFGRID3
* xyz -1 1
Cd 0.553 0.578 1.034
O -2.017 0.421 1.596
P -1.465 1.235 2.921
O -2.536 1.917 3.653
O -0.257 1.964 2.400
O -0.943 -0.036 3.843
P 0.019 -1.192 3.240
O 0.379 -2.017 4.573
O -0.797 -2.046 2.317
O 1.295 -0.616 2.702
H -2.458 -0.394 1.883
H -0.441 -2.318 4.989
O -1.366 1.239 -5.293
C -1.118 1.021 -3.980
C -0.519 -0.142 -3.510
C -0.311 -0.274 -2.153
N -0.653 0.658 -1.260
C -1.210 1.765 -1.731
Br -1.625 3.128 -0.490
C -1.474 2.002 -3.069
H -1.050 0.492 -5.809
H -0.212 -0.928 -4.190
H 0.150 -1.160 -1.735
H -1.925 2.924 -3.402
C 1.997 -2.590 0.362
O 0.738 -2.015 0.025
H 2.519 -2.823 -0.567
H 1.859 -3.512 0.934
H 2.607 -1.904 0.950
H 0.125 -2.155 0.786
F 2.890 2.444 0.688
C 2.203 1.502 -0.035
F 3.196 0.644 -0.481
F 1.847 2.187 -1.192
*
```

As for the HOMO energy: -6.21 eV. The total energy is -128686.320 eV. As for the gap between HOMO and LUMO: 0.3090 Ha. For the LUMO energy, the calculation gives 2.199 eV.